# C34H54As3MgN5OSi

A structure of composition C34H54As3MgN5OSi (ωB97M-V/def2-TZVPD, OMol25).

The geometry in XYZ format:
```
99
C34H54As3MgN5OSi | OMol25 | ωB97M-V/def2-TZVPD
As -1.3406 1.1456 0.7530
As -4.6428 2.7014 -2.5814
As -1.9129 -1.5718 -1.2993
Si 3.8623 -2.4650 0.6770
Mg 0.9982 -0.5431 1.2502
O 1.4236 0.0198 -0.6844
N 1.0735 0.0691 3.4203
N 2.2219 2.0130 0.1763
N 0.0807 -2.4545 1.7548
N 2.2786 -2.1885 1.2821
N 1.9292 1.4032 1.3587
C -3.5251 1.0850 -2.3253
C 2.1521 0.7940 -3.2587
C -1.3169 -0.0977 -2.4651
C 1.2879 -3.0513 1.4946
C 4.7383 -0.8123 0.7122
C 0.2286 -5.2025 1.7321
C -6.2604 1.6939 -3.0531
C -5.1871 3.0556 -0.7274
C -2.2458 -2.4204 2.4017
C 2.2812 3.0571 -2.4512
C -2.0001 1.2678 -2.2891
C 2.4474 2.6066 -4.8076
C -0.9944 2.8414 1.6784
C 0.6817 -0.6767 4.4466
C -3.1550 -2.4626 -2.5343
C 2.1367 2.0021 2.4689
C 4.8648 -3.6658 1.7221
C 1.9197 1.6862 4.9549
C -1.5515 2.1364 -3.4770
C 2.3145 1.2473 -4.5587
C 2.7343 3.3641 2.6075
C 0.8669 -0.2988 5.7679
C 2.1334 1.6958 -2.1991
C 3.7912 -3.0954 -1.0894
C 1.3543 -4.4741 1.4656
C 1.4935 0.9091 6.0203
C 1.9101 1.1836 -0.8168
C -3.1726 0.9152 1.3938
C 2.4309 3.5099 -3.7525
C -0.9809 -4.5642 2.0451
C 1.7010 1.2336 3.6594
C -1.5422 2.0049 -1.0156
C -1.0052 -3.1858 2.0481
C -0.3751 -2.7372 -1.6383
H -0.4620 2.1310 -3.5544
H 2.2932 -4.9580 1.2364
H 3.2255 -4.0283 -1.1566
H 2.5327 4.5701 -3.9461
H 4.7870 -3.2746 -1.5019
H -3.8808 0.5495 -1.4388
H 2.3325 0.5408 -5.3786
H -6.0329 3.7432 -0.7478
H 2.9469 3.7636 1.6204
H -6.4340 0.8821 -2.3451
H -2.0654 -1.7858 3.2733
H 0.5276 -0.9404 6.5684
H -4.3787 3.5325 -0.1743
H 5.9078 -3.6712 1.3941
H 4.8469 -3.3646 2.7723
H -3.1255 0.6572 2.4522
H -0.2462 0.0024 -2.2834
H -2.5289 -1.7736 1.5719
H -1.9620 1.7475 -4.4128
H -3.6650 0.1048 0.8596
H 2.5638 2.9628 -5.8233
H -7.1199 2.3633 -3.0475
H 2.0505 4.0366 3.1313
H -0.8391 2.6584 2.7425
H 1.6569 1.2430 7.0368
H -0.0964 3.2951 1.2596
H -0.5308 2.3889 -1.1879
H -1.4459 -0.4299 -3.5003
H -4.1013 -1.9248 -2.5790
H -5.4857 2.1375 -0.2208
H 3.2885 -2.3565 -1.7190
H 4.2206 -0.0747 0.0949
H 4.4992 -4.6927 1.6648
H -2.1753 2.8851 -0.8616
H 2.4224 2.6277 5.1229
H 3.6636 3.3233 3.1802
H 0.2077 -1.6163 4.1878
H -1.8713 -5.1277 2.2841
H -1.8831 3.1706 -3.3698
H 5.7628 -0.9005 0.3425
H 2.2691 3.7475 -1.6188
H -3.0733 -3.0917 2.6266
H 4.7825 -0.4215 1.7324
H 2.0338 -0.2610 -3.0474
H -0.5088 -3.6815 -1.1093
H -0.2737 -2.9270 -2.7084
H 0.5330 -2.2561 -1.2754
H -3.7387 1.8364 1.2757
H -3.7695 0.4603 -3.1911
H 0.2741 -6.2853 1.7105
H -1.8379 3.5212 1.5510
H -2.7232 -2.5203 -3.5345
H -3.3485 -3.4719 -2.1706
H -6.1527 1.2795 -4.0549
```

Values from the calculation:
Energy   -241476.4341 eV
Energy above the lowest of the compared OMol25 structures with the same formula, charge and spin   0.0 kcal/mol
LUMO energy   -0.23 eV
HOMO-LUMO gap   7.0 eV
Net charge   0

---

# BrH2P

A structure of composition BrH2P in a non-equilibrium geometry (ωB97M-V/def2-TZVPD, OMol25).

The geometry in XYZ format:
```
4
BrH2P | OMol25 | ωB97M-V/def2-TZVPD
Br -1.3021 -0.5263 -1.7996
P 0.6141 0.5408 0.2194
H -0.2833 0.8012 1.1782
H 0.9712 -0.8156 0.4020
```

Values from the calculation:
Energy   -79361.7912 eV
Energy above the lowest of the compared OMol25 structures with the same formula, charge and spin   41.9 kcal/mol
LUMO energy (alpha / beta)   -2.55 / -2.55 eV
HOMO-LUMO gap (alpha / beta)   7.4 / 7.4 eV
Net charge   0

---

# C4H6O4

The molecule C4H6O4 in a non-equilibrium geometry (ωB97M-V/def2-TZVPD, OMol25).

The geometry in XYZ format:
```
14
C4H6O4 | OMol25 | ωB97M-V/def2-TZVPD
O 1.7175 0.9792 -0.9309
O -2.3070 0.3578 0.1263
O 2.2962 -0.5584 0.5850
O -0.9629 1.3050 -1.3993
C -1.0095 0.7640 -0.1316
C 1.3936 0.1423 -0.1104
C -0.3030 -1.6007 0.3919
C 0.0083 -0.3646 0.0282
H 0.4583 -2.3524 0.5163
H -0.0181 1.4348 -1.6268
H -0.5970 1.5462 0.6207
H -2.5362 0.5125 1.0458
H -1.3326 -1.8703 0.5637
H 3.1923 -0.2953 0.3212
```

Values from the calculation:
Energy   -12434.6332 eV
Energy above the lowest of the compared OMol25 structures with the same formula, charge and spin   35.5 kcal/mol
LUMO energy   0.34 eV
HOMO-LUMO gap   10.4 eV
SMILES   C=C(C(=O)O)C(O)O
Net charge   0

---

# C3H7O3

A cluster of 2 separate species, C3H7O3 in total in a non-equilibrium geometry (ωB97M-V/def2-TZVPD, OMol25).

The geometry in XYZ format:
```
13
C3H7O3 | OMol25 | ωB97M-V/def2-TZVPD
O 0.7969 0.8227 -0.1632
O 0.8000 -1.3953 -0.5407
O -0.9948 1.0312 1.7707
C -1.3766 -0.3388 1.9823
C 0.4879 0.0706 -2.3836
C 0.6787 -0.2042 -0.8922
H -0.6516 -0.9767 1.4568
H 0.7915 1.0953 -2.6358
H 1.1682 -0.3800 -3.1128
H -1.3727 -0.4565 3.0713
H -0.5560 -0.0173 -2.7137
H -2.3758 -0.4553 1.5120
H -0.5014 1.0614 0.9261
```

Values from the calculation:
Energy   -9368.1905 eV
Energy above the lowest of the compared OMol25 structures with the same formula, charge and spin   22.3 kcal/mol
LUMO energy   4.29 eV
HOMO-LUMO gap   8.7 eV
Net charge   -1

---

# C3H7N3O

The molecule C3H7N3O in a non-equilibrium geometry (ωB97M-V/def2-TZVPD, OMol25).

The geometry in XYZ format:
```
14
C3H7N3O | OMol25 | ωB97M-V/def2-TZVPD
O -2.3741 0.0261 -0.5501
N 0.2692 1.7578 0.0965
N 0.4961 -0.6054 0.0119
N -1.5245 0.4017 0.5878
C -0.1672 0.4636 0.2201
C 1.9010 -0.5303 -0.3207
C -2.0555 -1.0973 0.1012
H 1.2333 1.9557 0.3073
H 2.0833 0.0844 -1.2103
H 2.2614 -1.5405 -0.5130
H 2.4976 -0.1200 0.5045
H -2.6700 -1.4090 0.9400
H -0.3993 2.4838 0.2924
H -1.5513 -1.8707 -0.4676
```

Values from the calculation:
Energy   -9738.5210 eV
Energy above the lowest of the compared OMol25 structures with the same formula, charge and spin   104.1 kcal/mol
LUMO energy   0.99 eV
HOMO-LUMO gap   10.2 eV
SMILES   C/N=C(\N)N1CO1
Net charge   0

---

# C2H4LiO2Tl

A structure of composition C2H4LiO2Tl in a non-equilibrium geometry (ωB97M-V/def2-TZVPD, OMol25).

The geometry in XYZ format:
```
10
C2H4LiO2Tl | OMol25 | ωB97M-V/def2-TZVPD
Tl 0.2502 -0.2177 3.5636
O 0.8513 0.0514 1.7739
O 1.9918 -2.3391 -0.3031
C 1.8094 0.8607 1.2857
C 2.0777 0.9734 -0.0392
Li 0.7100 -1.4438 0.5118
H 2.3307 1.5251 1.9893
H 2.9480 1.5494 -0.3571
H 1.3229 0.6660 -0.7736
H 2.2978 -2.5351 -1.1871
```

Values from the calculation:
Energy   -11123.2530 eV
Energy above the lowest of the compared OMol25 structures with the same formula, charge and spin   1.7 kcal/mol
LUMO energy (alpha / beta)   -4.17 / -7.77 eV
HOMO-LUMO gap (alpha / beta)   9.2 / 5.2 eV
<S²>   0.757
Net charge   +1
2S+1   2